The following is a quantum chemistry calculation of a cluster of 3 separate species, C25H45FN3O9S in total at a distorted geometry, from the OMol25 dataset.

Structure (XYZ):
```
84
Properties=species:S:1:pos:R:3
C 2.0106 -4.2406 -0.6190
C 1.2504 -3.3846 -0.2793
C 0.1677 -2.5237 0.1983
C -0.4635 -1.7806 -0.9717
N -1.4922 -2.3935 -1.4975
N -2.0456 -1.7043 -2.4841
C -3.2526 -2.3403 -3.1020
C -3.1353 -2.5097 -4.6185
C -2.3699 -3.7704 -5.0569
C -2.0567 -3.6448 -6.5725
N -0.8500 -2.8500 -6.8708
C -1.6647 -0.5453 -2.9322
C -0.5470 0.1048 -2.4242
S -0.1229 1.6717 -3.1492
O -1.2349 2.0531 -3.9415
O 1.0294 1.5415 -3.9513
F 0.0644 2.7132 -2.0048
C 0.1077 -0.5413 -1.3696
C 1.3170 0.0388 -0.6832
C 2.4877 0.3566 -1.6711
O 2.9054 1.4606 -1.8168
H 2.5382 -5.1563 -0.7488
H -0.5945 -3.1482 0.6695
H 0.5154 -1.8391 0.9711
H -3.4116 -3.3249 -2.6675
H -4.0979 -1.7061 -2.8253
H -2.7099 -1.6465 -5.1403
H -4.1570 -2.6116 -4.9956
H -3.0153 -4.6515 -4.9710
H -1.4619 -3.9624 -4.4756
H -2.0296 -4.6281 -7.0456
H -2.8971 -3.1257 -7.0479
H -1.1240 -1.8727 -6.8198
H -0.1999 -2.9548 -6.0960
H -2.2288 -0.0718 -3.7270
H 1.7511 -0.6125 0.0705
H 1.0259 1.0138 -0.2784
H 2.9427 -0.5118 -2.1906
C 0.7799 -6.7145 5.8676
O 2.0507 -6.1940 5.5281
C 2.5256 -6.5622 4.2464
C 2.9911 -5.3709 3.4281
O 1.9883 -4.4433 3.0264
C 1.3193 -3.6919 4.0308
C 2.1656 -2.7173 4.8325
O 3.0948 -3.3693 5.6726
C 4.4232 -2.8909 5.5859
H 0.8883 -7.6698 6.3888
H 0.2968 -6.0057 6.5417
H 0.1382 -6.8431 4.9911
H 1.7658 -7.1164 3.6857
H 3.3874 -7.2237 4.3954
H 3.3960 -5.7685 2.4929
H 3.8201 -4.8545 3.9121
H 0.7477 -4.3494 4.6864
H 0.5760 -3.0961 3.4888
H 1.4927 -2.1361 5.4760
H 2.6651 -2.0196 4.1502
H 4.6673 -2.5193 4.5863
H 5.0927 -3.7220 5.8094
H 4.5928 -2.1024 6.3253
C -2.2532 10.0585 -0.0677
O -1.2872 9.1634 0.4486
C -1.6098 8.5957 1.7059
C -1.4786 7.0835 1.7174
O -2.4016 6.3612 0.9133
C -2.3409 6.4897 -0.4983
C -1.0887 5.9611 -1.1740
O 0.0585 6.7297 -0.8624
C 1.1804 5.9869 -0.4365
H -2.0255 11.0825 0.2426
H -2.2079 10.0089 -1.1567
H -3.2680 9.7958 0.2430
H -2.6194 8.8764 2.0212
H -0.9004 9.0004 2.4380
H -1.6839 6.7587 2.7411
H -0.4547 6.7716 1.5060
H -2.5485 7.5162 -0.8022
H -3.1781 5.8935 -0.8735
H -1.2308 6.0210 -2.2608
H -0.9478 4.9065 -0.9115
H 0.8966 5.0757 0.1006
H 1.7576 6.6128 0.2451
H 1.8158 5.7303 -1.2911
```

Output
Gap between HOMO and LUMO = 5.06 eV
E_tot = -2318.51392 a.u.
Net charge = +1
Maximum force = 3.57 eV Å⁻¹